# 1
The following is a DFT calculation (ωB97M-V/def2-TZVPD) of a 2-piece molecular cluster, C6H9N overall.

Geometry as XYZ:
```
16
Properties=species:S:1:pos:R:3
C -0.087 1.755 0.245
C 0.687 0.663 0.258
N 2.110 0.710 0.310
C 2.483 -0.524 0.371
C 1.374 -1.493 0.334
C 0.243 -0.760 0.269
C -1.177 -1.223 0.143
H -1.179 1.638 0.279
H 0.423 2.722 0.168
H 3.544 -0.771 0.403
H 1.486 -2.575 0.270
H -1.245 -2.319 0.139
H -1.590 -0.848 -0.803
H -1.786 -0.834 0.973
H -2.941 1.864 -1.468
H -2.347 1.996 -1.892
```

Properties
Largest force on an atom (eV/Å): 0.7
SMILES: C=C1N=CC=C1C.[H][H]

natural (NBO) population analysis, charges in e, atoms 1 to 5:
1. C -0.303
2. C 0.066
3. N -0.434
4. C 0.080
5. C -0.295

# 2
The following is a DFT calculation (ωB97M-V/def2-TZVPD) of a 8-piece molecular cluster, C42H102F6N5O11P overall.

Geometry as XYZ:
```
167
Properties=species:S:1:pos:R:3
C 4.345 1.480 -3.721
C 4.242 -0.051 -3.866
N 4.840 -0.943 -2.779
C 4.611 -2.371 -3.278
C 6.386 -0.587 -2.672
C 7.215 -0.623 -3.948
C 4.153 -0.763 -1.380
C 4.983 -1.270 -0.187
O 5.167 -2.677 -0.132
C 6.086 -2.985 0.925
H 3.751 1.950 -2.938
H 3.950 1.918 -4.638
H 5.360 1.877 -3.741
H 4.694 -0.393 -4.797
H 3.240 -0.446 -4.032
H 4.998 -3.059 -2.526
H 5.161 -2.468 -4.214
H 3.552 -2.564 -3.450
H 6.903 -1.299 -2.028
H 6.559 0.405 -2.255
H 6.760 0.095 -4.630
H 7.164 -1.652 -4.303
H 8.283 -0.411 -3.896
H 3.178 -1.249 -1.424
H 4.039 0.300 -1.167
H 4.448 -1.061 0.740
H 5.839 -0.605 -0.078
H 7.061 -2.497 0.948
H 6.307 -4.046 0.803
H 5.574 -2.872 1.880
C -2.927 -2.181 -1.969
C -3.142 -3.158 -3.142
N -2.597 -2.670 -4.533
C -1.050 -2.555 -4.529
C -3.121 -3.709 -5.600
C -2.717 -3.286 -7.029
C -3.160 -1.230 -4.707
C -4.650 -1.089 -5.051
O -5.576 -1.589 -4.068
C -6.846 -0.979 -4.307
H -3.260 -2.789 -1.128
H -3.646 -1.365 -2.050
H -1.926 -1.814 -1.742
H -4.195 -3.417 -3.253
H -2.619 -4.078 -2.879
H -0.733 -2.140 -5.485
H -0.597 -3.546 -4.496
H -0.870 -1.958 -3.635
H -4.191 -3.876 -5.478
H -2.753 -4.724 -5.451
H -3.163 -2.295 -7.123
H -3.186 -3.828 -7.850
H -1.645 -3.189 -7.199
H -2.674 -0.743 -5.553
H -2.798 -0.662 -3.850
H -4.911 -1.506 -6.024
H -4.855 -0.022 -5.141
H -7.731 -1.587 -4.116
H -7.035 -0.544 -5.288
H -6.926 -0.124 -3.635
C -1.399 -3.803 4.536
C -1.428 -3.436 3.039
N 0.012 -3.376 2.368
C -0.201 -3.094 0.849
C 0.842 -2.265 3.083
C 2.168 -1.888 2.400
C 0.773 -4.715 2.567
C 0.111 -5.949 2.079
O -0.112 -5.846 0.664
C -1.022 -6.828 0.142
H -1.094 -3.010 5.219
H -0.822 -4.710 4.715
H -2.397 -4.147 4.807
H -1.988 -2.521 2.850
H -1.818 -4.283 2.474
H -1.016 -3.712 0.471
H 0.773 -3.290 0.402
H -0.563 -2.086 0.647
H 0.934 -2.532 4.136
H 0.125 -1.468 2.885
H 2.096 -1.572 1.359
H 2.900 -2.668 2.610
H 2.419 -0.960 2.914
H 1.055 -4.700 3.620
H 1.693 -4.681 1.983
H -0.855 -6.159 2.539
H 0.837 -6.746 2.236
H -2.049 -6.718 0.489
H -0.761 -7.871 0.317
H -0.967 -6.694 -0.939
C -5.403 -0.036 3.540
C -5.727 1.165 2.666
N -5.367 1.266 1.183
C -6.213 0.359 0.251
C -5.430 2.735 0.662
C -6.800 3.344 0.719
C -3.931 0.697 1.048
C -2.928 1.576 1.644
O -2.740 1.544 3.067
C -1.583 2.119 3.566
H -5.949 -0.900 3.164
H -5.900 0.091 4.502
H -4.354 -0.077 3.833
H -5.381 2.096 3.116
H -6.804 1.334 2.675
H -7.263 0.548 0.473
H -5.976 -0.686 0.450
H -5.996 0.489 -0.809
H -4.949 2.914 -0.299
H -4.942 3.301 1.456
H -7.287 3.428 1.690
H -7.585 2.986 0.052
H -6.633 4.368 0.383
H -3.618 0.510 0.021
H -3.888 -0.263 1.562
H -2.854 2.592 1.258
H -2.055 1.173 1.130
H -0.671 1.596 3.279
H -1.593 2.237 4.650
H -1.482 3.105 3.111
C 1.866 6.338 2.656
C 3.129 5.384 2.614
N 2.767 3.944 3.028
C 1.766 3.402 2.027
C 4.110 3.105 2.927
C 4.580 2.673 1.450
C 2.135 3.729 4.434
C 2.970 4.102 5.668
O 3.143 5.496 5.657
C 3.932 6.039 6.775
H 1.256 6.178 1.767
H 2.115 7.398 2.593
H 1.285 6.247 3.573
H 4.001 5.794 3.124
H 3.557 5.324 1.613
H 1.575 2.347 2.224
H 1.931 3.631 0.974
H 0.828 3.894 2.286
H 3.871 2.249 3.558
H 4.893 3.711 3.384
H 5.196 3.484 1.062
H 3.815 2.240 0.805
H 5.319 1.895 1.643
H 1.856 2.678 4.516
H 1.167 4.227 4.506
H 3.943 3.634 5.522
H 2.509 3.785 6.604
H 3.545 5.992 7.793
H 4.111 7.087 6.534
H 4.921 5.580 6.806
O -2.500 2.382 -2.570
C -3.739 2.309 -2.897
O -4.306 3.301 -3.424
O -4.344 1.281 -2.675
H -2.343 1.517 -2.185
O 3.028 4.418 -1.641
C 2.104 5.326 -1.942
O 2.227 6.147 -2.825
O 1.163 5.233 -1.116
H 2.261 4.079 -1.174
P 0.557 0.605 -0.595
F 1.104 0.935 -2.145
F 0.247 2.131 -0.247
F -0.990 0.437 -1.085
F 0.032 0.081 0.908
F 0.996 -0.986 -0.772
F 2.118 0.855 -0.144
```

Properties
Largest force on an atom (eV/Å): 7.0
Total charge: +2

Löwdin population analysis, charges in e, atoms 1 to 5:
1. C -0.027
2. C -0.169
3. N -0.200
4. C 0.025
5. C -0.147

# 3
The following is a DFT calculation (ωB97M-V/def2-TZVPD) of the molecule C2H8N4O.

Geometry as XYZ:
```
15
Properties=species:S:1:pos:R:3
N 2.436 -0.147 0.000
N 1.332 -0.997 0.049
C 0.209 -0.395 0.145
C -1.057 -1.028 0.488
O -2.156 -0.872 -0.395
N 0.220 1.036 -0.119
N -0.914 1.867 0.285
H 2.411 0.366 -0.925
H 3.350 -0.682 -0.086
H -0.965 -2.153 0.523
H -1.454 -0.738 1.511
H -1.801 -1.209 -1.265
H 1.018 1.380 0.261
H -0.935 2.428 -0.646
H -1.695 1.145 0.173
```

Properties
Largest force on an atom (eV/Å): 4.1
SMILES: N/N=C(/CO)NN

natural (NBO) population analysis, charges in e, atoms 1 to 5:
1. N -0.682
2. N -0.303
3. C 0.311
4. C -0.148
5. O -0.713

The calculation returns the following energy relative to the best compared isomer or geometry (same formula, charge and spin) values, one per record and in order: 2.223; 0.998; 4.028 eV.